Molecular formula: C44H53BrN3OPPt
Method: DFT, wB97M-V/def2-TZVPD

Each line ends with the Löwdin spin population.
Atoms and positions in Å:
Pt 13.10 9.62 8.18  0.44
O 17.75 5.77 7.65  0.02
C 16.86 6.75 7.84  0.06
C 16.56 7.71 6.83  0.01
C 15.54 8.58 7.09  0.03
N 14.89 8.64 8.27  0.07
C 15.18 7.76 9.24  0.13
Br 14.38 8.10 10.93  0.04
C 16.10 6.71 9.04  0.01
H 18.17 5.79 6.78  0.00
H 17.07 7.79 5.92  0.00
H 15.13 9.31 6.35  0.00
H 16.25 5.91 9.79  0.00
C 18.30 9.81 9.75  0.00
C 17.09 10.72 10.11  0.00
C 17.31 11.33 11.45  0.00
C 16.80 11.78 9.03  0.01
C 17.74 12.70 8.62  0.00
C 17.57 13.50 7.49  0.01
C 16.38 13.36 6.77  0.00
C 15.33 12.53 7.22  0.02
C 13.99 12.63 6.44  0.00
C 14.17 12.26 4.97  0.00
C 13.45 14.07 6.54  0.00
C 15.50 11.81 8.40  0.02
N 14.39 11.30 9.13  0.28
C 13.46 12.22 9.55  0.16
C 12.05 11.92 9.59  0.11
N 11.62 10.93 8.81  0.28
C 10.24 10.64 8.73  0.02
C 9.68 9.99 9.80  0.01
C 8.29 9.83 9.78  0.00
C 7.48 10.34 8.73  0.01
C 8.12 10.95 7.62  0.00
C 9.48 11.13 7.57  0.01
C 10.14 11.87 6.37  0.00
C 9.54 13.32 6.24  0.00
C 10.06 11.00 5.12  0.00
C 10.45 9.40 10.99  0.00
C 10.17 9.98 12.41  0.00
C 10.36 7.85 10.88  0.00
C 11.39 13.04 10.27  0.02
C 10.14 13.29 10.78  0.00
C 9.87 14.49 11.54  0.00
C 10.87 15.33 11.87  0.01
C 12.25 15.06 11.40  0.01
C 13.40 15.82 11.78  0.03
C 14.65 15.28 11.49  0.00
C 14.82 14.15 10.70  0.02
C 13.73 13.46 10.23  0.02
C 12.45 13.89 10.68  0.05
H 18.13 8.75 9.72  0.00
H 19.08 9.88 10.54  0.00
H 18.85 10.11 8.80  0.00
H 16.26 10.08 10.16  0.00
H 18.22 11.96 11.46  0.00
H 17.32 10.51 12.19  0.00
H 16.48 12.01 11.62  0.00
H 18.62 12.79 9.22  0.00
H 18.34 14.21 7.13  0.00
H 16.35 13.75 5.76  0.00
H 13.32 11.95 6.95  0.00
H 14.22 13.14 4.22  0.00
H 13.27 11.73 4.68  0.00
H 15.12 11.68 4.93  0.00
H 14.22 14.83 6.64  0.00
H 12.93 14.14 7.48  0.00
H 12.75 14.20 5.73  0.00
H 7.81 9.17 10.61  0.00
H 6.48 10.06 8.72  0.00
H 7.56 11.41 6.87  0.00
H 11.20 12.02 6.61  0.00
H 8.47 13.24 6.26  0.00
H 9.96 13.82 5.36  0.00
H 9.79 13.80 7.21  0.00
H 9.03 10.93 4.72  0.00
H 10.46 9.98 5.26  0.00
H 10.77 11.39 4.36  0.00
H 11.46 9.74 10.83  0.00
H 9.09 9.79 12.68  0.00
H 10.36 11.02 12.58  0.00
H 10.81 9.38 13.07  0.00
H 9.42 7.49 10.38  0.00
H 10.45 7.36 11.86  0.00
H 11.20 7.43 10.25  0.00
H 9.28 12.60 10.56  0.00
H 8.86 14.67 11.87  0.00
H 10.69 16.26 12.41  0.00
H 13.26 16.71 12.34  0.00
H 15.56 15.72 11.94  0.00
H 15.84 13.79 10.47  0.00
C 10.38 7.78 7.00  0.00
P 12.21 7.95 6.93  0.04
C 12.55 6.30 7.67  0.01
C 12.70 7.76 5.19  0.02
H 10.22 6.89 6.43  0.00
H 9.72 8.49 6.53  0.00
H 10.03 7.65 8.02  0.00
H 11.86 5.58 7.16  0.00
H 12.40 6.22 8.77  0.00
H 13.60 6.03 7.38  0.00
H 11.82 7.33 4.59  0.00
H 13.61 7.08 5.08  0.00
H 12.86 8.76 4.74  0.00

Results
Multiplicity = 3
E = -135582.22866 eV
ΔE to the lowest compared entry with this formula, charge and spin = 0.0 kJ/mol
Net charge = 0
Largest force on an atom = 3.36 eV/Å



Molecular formula: C44H54N10O6S2SiZr
Method: DFT, wB97M-V/def2-TZVPD

Each line ends with the Löwdin charge.
Atoms and positions in Å:
Zr 1.27 1.61 0.08  1.85
N -1.09 1.02 1.03  0.03
C -1.06 1.58 2.39  -0.28
C -2.44 1.97 2.92  -0.13
C -2.49 2.47 4.36  -0.16
C -1.92 1.49 5.38  -0.14
N -2.64 0.21 5.32  0.10
C -2.12 -0.98 5.04  -0.43
N -0.83 -1.23 5.18  0.25
N -2.92 -1.96 4.61  0.22
C -0.09 2.77 2.37  -0.57
O 0.25 3.32 3.39  0.11
O 0.33 3.08 1.16  -0.20
H -1.74 1.56 0.47  0.10
H -1.44 0.06 1.03  0.08
H -0.59 0.83 3.03  0.13
H -3.10 1.10 2.79  0.11
H -2.85 2.75 2.27  0.13
H -3.53 2.69 4.62  0.12
H -1.93 3.40 4.46  0.12
H -2.01 1.90 6.39  0.14
H -0.86 1.32 5.18  0.10
H -3.65 0.27 5.34  0.16
H -0.19 -0.57 5.60  0.12
H -0.42 -2.05 4.75  0.10
H -3.84 -1.75 4.26  0.13
H -2.54 -2.87 4.38  0.12
N 2.33 3.57 -7.75  0.14
C 2.50 3.22 -6.45  -0.30
C 3.75 3.39 -5.83  0.00
C 3.94 3.03 -4.52  -0.04
C 2.87 2.50 -3.79  -0.31
C 1.62 2.32 -4.39  -0.06
C 1.44 2.68 -5.70  -0.01
S 3.15 2.11 -2.13  0.66
O 2.26 0.93 -1.79  -0.45
O 4.55 1.90 -1.91  -0.25
N 2.50 3.22 -1.15  -0.23
C 3.29 3.47 -0.03  -0.79
S 4.37 4.74 0.29  1.15
C 4.66 4.08 1.85  -0.33
C 3.94 2.96 2.04  -0.18
N 3.16 2.61 0.96  -0.07
H 3.07 4.00 -8.27  0.11
H 1.43 3.50 -8.18  0.11
H 4.58 3.79 -6.40  0.12
H 4.90 3.14 -4.04  0.12
H 0.81 1.87 -3.83  0.09
H 0.48 2.52 -6.18  0.12
H 5.35 4.55 2.53  0.08
H 3.94 2.35 2.93  0.11
C -6.50 -2.83 -7.55  -0.04
C -5.79 -2.71 -6.23  -0.26
C -4.42 -2.90 -6.13  -0.03
C -3.77 -2.81 -4.90  -0.02
C -4.50 -2.50 -3.76  -0.27
N -3.84 -2.40 -2.49  0.14
C -3.05 -1.38 -2.09  -0.50
O -2.54 -1.33 -0.97  0.03
N -2.85 -0.39 -3.05  0.16
C -2.17 0.79 -2.75  -0.19
C -2.61 2.03 -3.21  0.04
C -1.93 3.17 -2.84  -0.02
C -0.85 3.07 -1.97  -0.12
N -0.42 1.87 -1.55  -0.09
C -1.03 0.76 -1.96  -0.08
C -5.87 -2.29 -3.85  -0.01
C -6.51 -2.41 -5.08  -0.03
H -5.79 -3.00 -8.37  0.08
H -7.07 -1.93 -7.78  0.09
H -7.20 -3.67 -7.54  0.09
H -3.84 -3.15 -7.01  0.12
H -2.71 -2.99 -4.82  0.12
H -4.06 -3.07 -1.77  0.16
H -3.44 -0.41 -3.86  0.14
H -3.49 2.09 -3.84  0.13
H -2.25 4.15 -3.18  0.12
H -0.31 3.93 -1.62  0.12
H -0.64 -0.18 -1.61  0.12
H -6.44 -2.05 -2.96  0.12
H -7.58 -2.26 -5.14  0.12
C 2.98 -2.37 -0.39  -0.07
C 3.55 -1.97 0.98  -0.60
C 4.15 -3.21 1.65  -0.08
C 4.64 -0.91 0.80  -0.07
Si 2.16 -1.26 2.01  0.55
O 1.56 0.09 1.25  -0.45
C 0.75 -2.51 2.17  -0.21
C -0.33 -2.49 1.27  -0.10
C -1.32 -3.47 1.31  -0.07
C -1.23 -4.50 2.23  -0.09
C -0.17 -4.55 3.12  -0.08
C 0.81 -3.56 3.09  -0.12
C 2.63 -0.69 3.74  -0.21
C 3.20 -1.52 4.71  -0.09
C 3.42 -1.06 6.01  -0.07
C 3.09 0.24 6.36  -0.07
C 2.55 1.09 5.40  -0.08
C 2.33 0.63 4.12  -0.13
H 3.78 -2.77 -1.02  0.10
H 2.56 -1.50 -0.92  0.06
H 2.21 -3.13 -0.31  0.08
H 4.90 -3.66 0.99  0.09
H 3.40 -3.98 1.85  0.08
H 4.66 -2.96 2.58  0.07
H 5.47 -1.31 0.21  0.10
H 5.05 -0.58 1.76  0.09
H 4.27 -0.02 0.28  0.05
H -0.38 -1.73 0.50  0.07
H -2.13 -3.42 0.59  0.09
H -1.98 -5.29 2.24  0.11
H -0.08 -5.38 3.82  0.11
H 1.64 -3.63 3.78  0.09
H 3.48 -2.53 4.47  0.09
H 3.86 -1.73 6.74  0.11
H 3.28 0.59 7.37  0.11
H 2.31 2.12 5.65  0.11
H 1.90 1.31 3.39  0.06

Results
Multiplicity = 1
E = -104517.76898 eV
Net charge = +2
Largest force on an atom = 0.78 eV/Å



Molecular formula: C44H55BO8P2S
Method: DFT, wB97M-V/def2-TZVPD

Each line ends with the Löwdin charge.
Atoms and positions in Å:
C 2.07 0.77 -0.25  0.01
B 0.53 1.07 -0.03  -0.53
O -0.21 1.58 -1.07  0.12
C -0.24 0.79 1.33  -0.03
C -1.29 -0.15 1.32  -0.42
S -1.79 -1.01 -0.15  0.93
C -1.96 -0.43 2.51  -0.08
C -1.60 0.21 3.71  -0.03
C -0.56 1.16 3.72  -0.11
C -0.22 1.86 5.02  -0.14
P -1.26 3.32 5.36  0.44
O -0.57 4.57 5.05  -0.27
O -2.60 3.15 4.51  -0.10
O -1.70 3.26 6.90  -0.11
C 0.12 1.45 2.52  -0.09
C 1.20 2.50 2.48  -0.09
C 0.68 3.91 2.14  -0.17
O 0.05 4.03 0.88  -0.10
C 0.93 4.44 -0.15  -0.18
C 0.19 5.11 -1.29  -0.14
O -0.11 4.29 -2.40  -0.03
C 0.95 3.79 -3.10  -0.28
C 0.70 2.66 -3.89  0.00
C 1.73 2.08 -4.62  -0.03
C 3.04 2.57 -4.61  -0.18
C 4.20 1.93 -5.36  -0.47
C 3.88 0.52 -5.91  -0.04
C 5.32 1.68 -4.30  -0.05
C 4.81 2.85 -6.44  -0.11
C 3.87 3.58 -7.42  -0.56
C 2.74 2.72 -7.98  -0.04
C 4.75 3.96 -8.63  -0.08
C 3.31 4.90 -6.85  -0.04
C 3.26 3.71 -3.83  -0.03
C 2.23 4.30 -3.10  0.00
C -2.35 -0.18 4.93  -0.27
O -2.56 0.56 5.86  0.09
C -2.82 -1.58 4.98  -0.09
C -2.89 -2.25 6.18  0.01
C -3.36 -3.54 6.21  -0.02
C -3.78 -4.22 5.06  -0.19
C -4.28 -5.64 5.31  -0.12
C -3.72 -6.74 4.43  -0.27
C -4.60 -7.56 3.72  -0.09
C -4.13 -8.57 2.89  -0.08
C -2.76 -8.78 2.78  -0.06
C -1.88 -7.97 3.49  -0.27
C -0.39 -8.23 3.36  -0.05
C -2.36 -6.96 4.32  -0.01
C -3.72 -3.55 3.82  -0.22
P -4.34 -4.44 2.32  0.97
C -3.04 -4.39 1.05  -0.27
C -5.86 -3.62 1.70  -0.28
C -3.22 -2.23 3.81  -0.06
C -3.11 -1.40 2.57  -0.31
O -3.90 -1.43 1.67  0.06
H 2.59 1.67 -0.58  0.06
H 2.55 0.46 0.67  0.06
H 2.24 -0.01 -1.00  0.07
H -0.02 1.08 -1.87  0.09
H -0.60 -1.15 -0.76  -0.11
H 0.82 2.13 5.10  0.09
H -0.41 1.14 5.81  0.09
H -3.33 2.99 5.13  0.09
H -1.54 2.39 7.29  0.07
H 2.04 2.22 1.85  0.11
H 1.60 2.59 3.48  0.10
H 1.50 4.62 2.25  0.13
H -0.06 4.16 2.89  0.10
H 1.58 3.64 -0.50  0.11
H 1.61 5.20 0.27  0.13
H -0.77 5.44 -0.90  0.14
H 0.73 6.00 -1.59  0.12
H -0.29 2.24 -3.93  0.12
H 1.49 1.21 -5.20  0.10
H 4.06 -0.23 -5.14  0.08
H 4.60 0.32 -6.70  0.09
H 2.88 0.44 -6.32  0.06
H 6.08 1.02 -4.72  0.09
H 4.86 1.22 -3.43  0.09
H 5.74 2.63 -3.98  0.07
H 5.56 2.28 -7.00  0.12
H 5.35 3.63 -5.90  0.11
H 2.09 3.36 -8.58  0.09
H 2.14 2.24 -7.22  0.06
H 3.15 1.93 -8.61  0.09
H 5.61 4.56 -8.33  0.09
H 4.17 4.43 -9.41  0.08
H 5.15 3.04 -9.06  0.08
H 2.25 4.82 -6.60  0.08
H 3.37 5.66 -7.62  0.07
H 3.89 5.27 -6.01  0.07
H 4.24 4.15 -3.78  0.11
H 2.48 5.17 -2.51  0.11
H -2.59 -1.72 7.08  0.12
H -3.40 -4.06 7.16  0.11
H -5.37 -5.64 5.23  0.12
H -4.02 -5.87 6.34  0.11
H -5.66 -7.38 3.79  0.10
H -4.86 -9.15 2.35  0.10
H -2.40 -9.57 2.13  0.10
H -0.07 -8.92 4.13  0.08
H -0.21 -8.71 2.40  0.07
H 0.17 -7.30 3.40  0.07
H -1.67 -6.34 4.87  0.12
H -2.11 -4.66 1.55  0.04
H -3.23 -5.15 0.29  0.04
H -2.88 -3.44 0.56  -0.03
H -6.49 -4.41 1.30  0.02
H -6.40 -3.14 2.51  0.04
H -5.65 -2.93 0.89  0.02

Results
Multiplicity = 1
E = -92993.64516 eV
Net charge = 0
Largest force on an atom = 1.86 eV/Å